{
  "formula": "C12H15N7O4",
  "method": "the ωB97M-V functional and the def2-TZVPD basis",
  "gap_ev": 6.64,
  "homo_energy_ev": -7.93,
  "max_force_ev_per_a": 2.8,
  "elements": ["N", "C", "C", "C", "C", "N", "O", "O", "C", "C", "N", "O", "O", "N", "C", "H", "H", "C", "N", "C", "C", "N", "N", "C", "C", "H", "H", "H", "H", "H", "H", "H", "H", "H", "H", "H", "H", "H"],
  "positions_angstrom": [[-1.83879, -4.39717, 2.49291], [-1.40363, -3.31105, 2.51343], [-0.83444, -2.00787, 2.55799], [0.48826, -1.69347, 2.94997], [1.06614, -0.47180, 2.59508], [2.49896, -0.36196, 2.58546], [3.17544, -1.35144, 2.94749], [3.01547, 0.72944, 2.22859], [0.32034, 0.55256, 1.86902], [-1.08178, 0.32231, 1.77065], [-1.90894, 0.95690, 0.84783], [-1.84395, 2.05000, 0.31197], [-2.82499, -0.02145, 0.42583], [-2.63400, -1.23946, 1.11635], [-1.59622, -0.96765, 1.94479], [1.04707, -2.47471, 3.47735], [0.65030, 1.59540, 1.94154], [-0.76731, -0.63691, -2.87957], [-0.24538, -0.58838, -1.53208], [-0.18226, -1.89464, -0.88572], [0.44567, 0.46128, -1.02556], [1.07845, 0.28315, 0.13802], [0.56980, 1.63743, -1.68041], [-0.37207, 2.18422, -2.63744], [1.41162, 2.64479, -1.05009], [-0.05902, -0.19379, -3.59709], [-0.87874, -1.69557, -3.15674], [-1.76686, -0.16873, -2.93349], [0.57662, -1.84391, -0.09561], [-1.17184, -2.18687, -0.48305], [0.10476, -2.64871, -1.63897], [1.83731, 0.95763, 0.29070], [-0.59011, 1.47956, -3.44372], [-1.30874, 2.52059, -2.16031], [0.13416, 3.04844, -3.07980], [2.40475, 2.23820, -0.81273], [1.54556, 3.44528, -1.77496], [0.93838, 3.04835, -0.13761]],
  "forces_ev_per_angstrom": [[0.763, 2.070, -0.090], [-0.368, -2.212, 0.668], [0.812, 0.704, 0.645], [-1.395, -0.903, -0.518], [-0.317, 0.541, 0.041], [1.160, 0.003, 0.797], [-1.118, 1.761, -0.666], [-0.902, -1.603, 0.314], [1.653, 0.303, 0.286], [-1.399, 0.498, -1.530], [1.450, -2.064, 1.126], [-0.325, -0.622, 0.101], [-0.330, 0.747, 0.531], [1.140, 2.051, 1.053], [-1.030, -1.542, -2.162], [0.083, 0.474, -0.505], [0.031, -0.552, -0.032], [-0.413, -0.290, -0.562], [0.288, 0.344, 0.186], [-0.031, -0.489, 0.346], [-0.032, -0.357, 0.084], [0.560, 0.301, 0.459], [0.244, -0.024, -0.228], [-0.214, 0.311, -0.616], [0.092, 0.161, 0.191], [-0.352, -0.285, 0.246], [-0.032, 0.442, 0.140], [0.476, -0.153, -0.216], [-0.389, -0.220, -0.189], [0.590, 0.168, -0.127], [0.031, 0.329, 0.351], [-0.617, -0.523, -0.164], [-0.056, 0.709, 0.360], [0.304, -0.167, -0.069], [-0.379, -0.154, -0.047], [-0.269, 0.271, -0.108], [0.066, 0.027, 0.194], [0.224, -0.056, -0.289]]
}

---

{
  "formula": "C23H60BNO11S2",
  "method": "the ωB97M-V functional and the def2-TZVPD basis",
  "gap_ev": 9.51,
  "homo_energy_ev": -9.28,
  "max_force_ev_per_a": 1.1,
  "elements": ["C", "N", "C", "B", "O", "O", "S", "O", "O", "C", "S", "O", "O", "H", "H", "H", "H", "H", "H", "H", "H", "H", "H", "C", "C", "O", "C", "C", "H", "H", "H", "H", "H", "H", "H", "H", "H", "H", "C", "C", "O", "C", "C", "H", "H", "H", "H", "H", "H", "H", "H", "H", "H", "C", "C", "O", "C", "C", "H", "H", "H", "H", "H", "H", "H", "H", "H", "H", "C", "C", "O", "C", "C", "H", "H", "H", "H", "H", "H", "H", "H", "H", "H", "C", "C", "O", "C", "C", "H", "H", "H", "H", "H", "H", "H", "H", "H", "H"],
  "positions_angstrom": [[-6.09224, -0.67960, -3.15147], [-4.93612, -1.37742, -2.57474], [-5.17426, -2.80857, -2.39108], [-4.30289, -0.72759, -1.48843], [-4.02109, -1.30750, -0.28061], [-3.83936, 0.60542, -1.74685], [-4.23989, 1.86756, -0.87595], [-4.14351, 1.54695, 0.53119], [-2.83279, 2.61581, -1.30883], [-2.63400, 3.87366, -0.70619], [-0.84984, 4.02315, -0.46624], [-0.52473, 3.44886, 0.80475], [-0.18655, 3.64204, -1.67645], [-6.25521, 0.29491, -2.68848], [-5.97938, -0.52448, -4.22826], [-6.99353, -1.27835, -2.99626], [-5.45055, -3.25457, -3.34897], [-4.26334, -3.29333, -2.04389], [-5.97765, -3.01135, -1.67279], [-4.47367, -0.96816, 0.49286], [-3.08129, 3.93812, 0.29003], [-2.96104, 4.69879, -1.34575], [-0.76919, 5.37637, -0.35730], [-0.73670, 0.33819, -3.41310], [-1.01325, -1.10177, -3.02438], [-1.00056, -2.01677, -4.10926], [0.22339, -2.10622, -4.81853], [1.40614, -2.54900, -3.97603], [-1.43417, 0.66485, -4.18643], [-0.85572, 0.98920, -2.54687], [0.27950, 0.47292, -3.78716], [-2.01897, -1.18370, -2.61388], [-0.31869, -1.42463, -2.24018], [0.45042, -1.15427, -5.31362], [0.03476, -2.83674, -5.60604], [1.65780, -1.81627, -3.20740], [2.28302, -2.67664, -4.61410], [1.19344, -3.49847, -3.48190], [-1.91542, 6.58208, 5.05460], [-2.82341, 5.40300, 5.36246], [-3.17435, 4.62959, 4.22978], [-2.08864, 4.02985, 3.53698], [-1.25747, 3.06478, 4.35639], [-2.36189, 7.22011, 4.29002], [-1.76593, 7.17633, 5.95731], [-0.93359, 6.26205, 4.70403], [-3.77387, 5.76179, 5.75911], [-2.36964, 4.77259, 6.13586], [-1.44489, 4.79854, 3.09419], [-2.54932, 3.48773, 2.71021], [-0.72333, 3.55751, 5.17018], [-0.50897, 2.60095, 3.71421], [-1.88243, 2.28087, 4.78703], [2.43030, 0.13365, 2.76489], [2.50198, 1.46068, 3.49697], [1.86954, 1.45163, 4.76776], [2.39782, 0.54007, 5.71334], [3.85739, 0.77830, 6.06249], [1.39364, -0.18910, 2.66677], [2.86018, 0.23354, 1.76734], [2.97668, -0.65462, 3.28422], [1.97423, 2.22750, 2.92829], [3.54310, 1.79125, 3.58945], [2.25597, -0.49275, 5.37332], [1.78215, 0.67008, 6.60427], [4.51633, 0.60694, 5.21056], [4.16145, 0.09523, 6.85698], [4.00605, 1.80250, 6.40789], [4.09093, 0.00692, -6.67907], [4.79426, -1.06835, -5.86919], [4.41271, -2.39024, -6.21030], [4.66910, -2.79013, -7.54544], [6.13811, -2.75909, -7.93002], [3.00811, -0.10565, -6.60479], [4.36360, 0.99157, -6.29683], [4.36624, -0.02529, -7.73400], [4.52950, -0.96988, -4.81589], [5.88143, -0.94896, -5.93920], [4.08061, -2.18981, -8.24886], [4.29136, -3.81113, -7.60380], [6.54058, -1.74538, -7.93402], [6.26319, -3.16721, -8.93392], [6.72824, -3.35823, -7.23536], [-0.73360, -2.67446, 2.65417], [0.34530, -3.74261, 2.66893], [1.38435, -3.50274, 3.60656], [0.98208, -3.42389, 4.96275], [0.32448, -4.68764, 5.49075], [-0.29534, -1.69099, 2.48324], [-1.45297, -2.87148, 1.85812], [-1.28713, -2.63931, 3.59371], [0.84903, -3.77797, 1.70282], [-0.10032, -4.73030, 2.83386], [0.32592, -2.55982, 5.12085], [1.90077, -3.23023, 5.51838], [-0.62712, -4.89198, 4.99869], [0.12741, -4.58096, 6.55839], [0.97719, -5.54881, 5.34112]],
  "forces_ev_per_angstrom": [[0.250, 0.037, -0.581], [-0.499, -0.125, 0.982], [0.063, -0.092, -0.285], [0.359, 0.189, -0.054], [-0.098, -0.528, -0.354], [-0.599, 0.133, 0.032], [0.192, -0.130, 0.054], [-0.069, 0.060, -0.066], [-0.033, 0.138, 0.024], [0.048, -0.051, 0.050], [-0.232, -0.045, -0.021], [0.218, -0.008, -0.063], [0.038, 0.038, 0.090], [0.053, -0.013, -0.052], [-0.003, -0.026, 0.039], [0.029, 0.053, 0.072], [0.037, 0.004, 0.030], [-0.054, 0.014, 0.005], [0.034, 0.032, -0.019], [0.265, 0.330, 0.172], [0.001, 0.043, -0.033], [0.021, -0.053, -0.033], [0.037, -0.005, 0.054], [0.008, -0.007, -0.053], [0.004, -0.011, 0.033], [0.002, 0.007, 0.013], [0.016, 0.005, -0.044], [0.029, -0.004, 0.026], [-0.001, 0.004, 0.004], [-0.018, -0.001, 0.001], [0.005, 0.008, 0.022], [0.007, -0.018, -0.002], [0.011, -0.004, -0.012], [-0.008, 0.008, 0.015], [0.005, 0.000, 0.004], [0.010, 0.016, -0.019], [-0.006, -0.016, -0.004], [-0.006, 0.001, -0.007], [-0.001, -0.007, -0.043], [-0.015, -0.015, 0.039], [0.011, 0.013, 0.016], [-0.046, -0.023, -0.141], [0.025, 0.023, 0.101], [0.002, 0.004, 0.006], [-0.012, 0.007, -0.004], [0.007, -0.003, 0.026], [0.006, 0.002, 0.006], [0.012, -0.015, -0.021], [0.002, 0.009, 0.024], [-0.029, 0.019, 0.010], [0.029, 0.008, -0.024], [-0.010, -0.034, 0.018], [-0.008, -0.004, -0.026], [-0.007, -0.053, 0.070], [0.009, 0.043, -0.037], [-0.012, 0.054, 0.016], [0.005, -0.085, 0.018], [0.003, 0.050, -0.043], [0.002, 0.009, -0.023], [-0.020, 0.024, -0.005], [0.016, -0.010, -0.032], [-0.011, -0.003, 0.010], [0.004, -0.015, 0.015], [0.007, 0.004, -0.018], [-0.020, 0.013, -0.019], [0.000, -0.032, 0.007], [-0.007, 0.010, 0.011], [0.003, -0.007, 0.008], [-0.024, -0.024, -0.017], [-0.009, 0.019, 0.019], [-0.029, -0.033, 0.033], [-0.010, 0.001, -0.023], [0.013, 0.011, 0.039], [0.002, 0.005, 0.002], [-0.012, -0.002, 0.009], [0.021, 0.014, 0.006], [0.008, 0.005, -0.002], [-0.002, -0.014, -0.023], [0.004, 0.019, 0.015], [0.003, 0.003, -0.006], [-0.011, 0.003, -0.024], [0.002, -0.012, 0.006], [0.000, -0.002, -0.007], [-0.005, 0.054, 0.057], [-0.004, -0.013, -0.028], [0.004, 0.003, 0.008], [-0.011, 0.029, 0.029], [0.000, -0.021, -0.047], [-0.021, 0.005, -0.009], [0.036, -0.024, -0.030], [-0.017, -0.017, -0.008], [-0.002, 0.007, 0.002], [0.005, 0.001, 0.020], [-0.013, -0.006, -0.013], [0.013, 0.004, -0.028], [-0.014, 0.020, 0.020], [0.015, -0.004, 0.003], [-0.002, 0.001, 0.011]]
}

---

{
  "formula": "C27H35CdN5O3P2",
  "method": "the ωB97M-V functional and the def2-TZVPD basis",
  "gap_ev": [4.32, 4.28],
  "homo_energy_ev": [-6.95, -6.91],
  "max_force_ev_per_a": 4.8,
  "elements": ["Cd", "C", "C", "C", "C", "C", "C", "C", "C", "C", "H", "H", "H", "H", "H", "H", "H", "H", "H", "H", "H", "H", "H", "H", "H", "P", "P", "N", "N", "N", "N", "C", "C", "C", "C", "C", "C", "C", "C", "C", "C", "C", "C", "C", "C", "C", "C", "C", "C", "H", "H", "H", "H", "H", "H", "H", "H", "H", "H", "H", "H", "H", "H", "H", "H", "H", "H", "H", "H", "O", "N", "O", "O"],
  "positions_angstrom": [[0.31854, 3.97637, -2.36560], [2.32913, 3.79475, 2.90421], [2.73217, 2.62243, 2.44550], [1.83177, 1.54989, 1.89141], [0.47105, 2.19200, 1.53973], [-0.54204, 2.04319, 2.63906], [-0.34411, 2.26048, 3.95260], [0.89315, 2.65202, 4.69990], [1.50237, 3.99207, 4.15409], [-1.22933, 5.22425, -1.36032], [2.48912, 4.69684, 2.29402], [3.76858, 2.27974, 2.57439], [1.68604, 0.71983, 2.62521], [2.30521, 1.06981, 1.01078], [0.62400, 3.24820, 1.31468], [0.11465, 1.71804, 0.62179], [-1.51705, 1.66756, 2.25830], [-1.19695, 2.09145, 4.62328], [1.68467, 1.88627, 4.62057], [0.60387, 2.82202, 5.75846], [0.74925, 4.77216, 3.97331], [2.16789, 4.39752, 4.92468], [-0.89716, 6.21184, -0.97501], [-1.39707, 4.60515, -0.46319], [-2.18997, 5.22911, -1.91682], [-1.92366, -0.71066, -1.05566], [1.55718, -1.52037, -1.66286], [-2.89322, -1.04683, 0.39954], [-3.27040, -1.30530, -2.12844], [2.02844, -2.50584, -0.25394], [2.70243, -2.42203, -2.72934], [-1.07607, -2.37543, -0.96031], [0.04455, -2.53908, -2.00972], [-3.49672, -0.01012, 1.11489], [-4.30601, -0.55747, 2.09966], [-4.23829, -1.97895, 1.97835], [-3.37582, -2.25151, 0.92143], [-3.75782, -0.48596, -3.14531], [-4.64844, -1.21359, -3.91477], [-4.75046, -2.52097, -3.35121], [-3.90601, -2.54626, -2.25080], [2.56253, -1.93462, 0.90809], [2.57013, -2.88655, 1.92369], [2.01613, -4.09416, 1.38699], [1.71942, -3.84148, 0.04945], [3.34656, -3.66557, -2.64406], [4.00155, -3.92164, -3.85023], [3.74499, -2.79825, -4.71152], [2.95150, -1.90746, -4.00995], [-1.77339, -3.22040, -1.11424], [-0.65983, -2.48486, 0.05611], [0.31679, -3.60340, -2.11707], [-0.28440, -2.20993, -3.00759], [-3.27838, 1.01527, 0.84348], [-4.88913, 0.00428, 2.81877], [-4.75846, -2.71498, 2.58168], [-3.05976, -3.20817, 0.53317], [-3.41143, 0.54018, -3.20187], [-5.16123, -0.85081, -4.79919], [-5.36269, -3.35170, -3.71329], [-3.71263, -3.35813, -1.55467], [2.93010, -0.92559, 0.89946], [2.91911, -2.74653, 2.92985], [1.84391, -5.02851, 1.89959], [1.33892, -4.52149, -0.69209], [3.30017, -4.27312, -1.75556], [4.59038, -4.79641, -4.08044], [4.11292, -2.66630, -5.71869], [2.52108, -0.96037, -4.29037], [1.81533, 6.24156, -1.70525], [1.99361, 5.70380, -0.59306], [2.48089, 6.28646, 0.38209], [1.62785, 4.44626, -0.44979]],
  "forces_ev_per_angstrom": [[0.182, 1.690, 1.517], [-1.328, 3.907, 1.340], [1.932, -4.303, -1.097], [-0.440, -0.281, 1.154], [0.318, -0.716, 0.009], [-0.436, -0.152, 0.239], [-1.040, -0.795, -0.450], [0.248, 1.414, -0.119], [-0.956, -0.673, -0.613], [-1.333, -0.640, 0.321], [1.188, 0.137, 0.889], [0.286, 0.722, -1.267], [-0.104, 0.228, -0.507], [-0.094, 0.571, 0.346], [0.042, -0.068, -0.131], [-0.340, -0.027, -0.006], [0.507, 0.466, 0.796], [0.122, -0.016, -0.454], [-0.367, 0.202, 0.296], [0.387, -0.339, -0.571], [-0.147, -0.257, 0.292], [0.181, -0.009, -0.145], [0.208, -0.668, -0.989], [0.148, 0.018, -0.347], [0.782, 0.339, 0.281], [-3.029, -3.251, 0.631], [1.441, -3.483, 0.522], [-0.007, 0.790, 0.602], [0.431, 0.684, -0.720], [-0.070, 0.456, 0.966], [-0.126, 0.705, -1.025], [0.846, -0.027, -0.261], [-0.170, 0.240, -0.461], [-0.164, -0.874, 0.417], [0.376, 0.344, -0.648], [0.802, 0.249, -1.007], [-0.228, 0.509, 0.658], [-0.129, -0.847, -0.089], [0.274, 0.446, 0.156], [0.610, 0.242, 0.630], [0.107, 0.192, -0.406], [-0.261, -1.343, 0.404], [-0.300, 0.425, -1.141], [0.019, 0.943, -1.348], [0.091, 0.388, 1.119], [0.127, 0.306, -0.995], [-0.985, 1.149, 0.807], [-0.371, 0.070, 0.678], [0.450, -1.061, 0.367], [0.221, 0.758, 0.150], [-0.094, 0.105, -0.303], [-0.004, 0.599, 0.003], [-0.154, -0.124, 0.130], [-0.106, -0.133, 0.150], [0.114, -0.087, -0.145], [0.165, 0.167, -0.163], [-0.037, 0.204, 0.130], [-0.136, -0.215, -0.152], [0.061, -0.038, 0.262], [0.295, 0.447, 0.262], [-0.141, 0.351, -0.309], [-0.073, 0.092, 0.020], [0.076, 0.121, 0.071], [0.128, 0.049, -0.067], [-0.091, 0.078, 0.057], [0.059, 0.183, -0.042], [-0.037, 0.076, 0.081], [-0.069, 0.024, 0.094], [0.102, 0.064, -0.090], [0.092, -0.537, 0.417], [0.284, -0.192, 0.862], [-0.734, -0.718, -1.419], [0.399, 0.720, -0.642]]
}